Entry 1:
This record from OMol25 describes the molecule C24H32N4O2. The level of theory is wB97M-V/def2-TZVPD.

Structure (XYZ):
```
62
Properties=species:S:1:pos:R:3:forces:R:3:nbo_charge:R:1
C -0.8643 3.3855 -1.9058 -0.1 -0.1 0.2 -0.613
H 0.1615 3.1029 -2.1260 0.1 0.0 0.0 0.218
H -0.8685 4.3763 -1.4612 0.0 0.1 0.0 0.218
H -1.4280 3.4103 -2.8358 0.0 0.0 -0.1 0.208
C -1.4753 2.3808 -0.9331 0.2 0.6 0.0 -0.214
N -1.4440 1.0477 -1.4709 -0.4 -0.5 0.0 -0.159
C -2.4473 0.4023 -2.0934 0.1 -0.3 -0.2 -0.060
C -1.9643 -0.8288 -2.4917 0.1 0.2 -0.1 -0.148
C -0.6286 -0.8177 -2.0605 -0.4 0.2 -0.2 -0.044
N -0.3327 0.3168 -1.4511 0.7 0.2 0.2 -0.295
H 0.1093 -1.5878 -2.1686 0.2 -0.2 0.0 0.216
C -2.7585 -1.9174 -3.1435 -0.2 0.2 -0.1 -0.244
N -3.8394 -2.4302 -2.3040 -0.3 0.1 0.0 -0.609
H -4.2309 -1.6637 -1.7666 0.0 -0.1 0.0 0.348
C -3.4813 -3.5344 -1.4293 -0.1 0.0 0.0 -0.236
C -2.2383 -3.3389 -0.5919 0.0 -0.1 0.0 -0.085
C -1.1799 -4.2318 -0.6950 -0.2 0.2 0.0 -0.193
C -0.0176 -4.0397 0.0221 0.3 0.2 0.2 -0.287
C 0.1236 -2.9295 0.8508 -0.1 -0.3 -0.2 0.368
C -0.9333 -2.0353 0.9701 0.1 0.0 0.2 -0.320
C -2.1016 -2.2530 0.2630 0.0 -0.2 0.1 -0.123
H -2.9194 -1.5544 0.3768 0.0 0.1 0.0 0.199
H -0.8550 -1.1718 1.6126 0.0 0.1 0.1 0.218
O 1.3015 -2.8488 1.5524 -0.2 -0.3 0.0 -0.539
C 1.9068 -1.5857 1.7508 0.3 0.5 -0.3 -0.087
C 2.5468 -1.0986 0.4398 -0.3 0.2 0.3 0.064
O 3.2967 -2.1413 -0.1456 0.2 -0.3 0.0 -0.723
H 2.8548 -2.9704 0.0856 0.0 0.1 -0.1 0.479
C 3.5111 0.0623 0.6969 -0.2 -0.4 -0.1 -0.228
N 2.8758 1.1942 1.3455 0.0 0.0 -0.1 -0.446
C 3.8454 2.0049 2.0570 0.0 0.0 0.1 -0.412
H 3.3290 2.8329 2.5401 0.1 0.0 0.1 0.209
H 4.6224 2.4166 1.3942 0.0 0.0 0.0 0.164
H 4.3254 1.4000 2.8246 0.1 0.0 0.0 0.200
C 2.1226 2.0067 0.3986 0.0 -0.2 0.0 -0.269
C 1.2743 3.0218 1.1117 0.0 0.1 0.0 -0.038
C 1.2463 4.3503 0.7098 0.0 -0.1 0.0 -0.217
C 0.4382 5.2672 1.3608 -0.1 0.1 0.0 -0.210
C -0.3464 4.8676 2.4282 -0.1 0.1 0.0 -0.223
C -0.3174 3.5459 2.8439 -0.1 -0.1 0.0 -0.225
C 0.4848 2.6305 2.1884 0.0 0.0 0.0 -0.168
H 0.5220 1.6008 2.5098 0.0 -0.1 0.1 0.212
H -0.9229 3.2307 3.6814 0.0 0.0 0.1 0.213
H -0.9736 5.5834 2.9388 0.0 0.1 0.0 0.214
H 0.4264 6.2980 1.0372 0.0 0.1 0.0 0.213
H 1.8619 4.6706 -0.1189 0.1 0.0 -0.1 0.213
H 1.4684 1.3424 -0.1757 0.1 0.1 -0.1 0.250
H 2.7952 2.5181 -0.3139 0.0 0.0 0.0 0.168
H 3.9786 0.3358 -0.2628 0.1 0.0 0.0 0.182
H 4.3005 -0.3172 1.3501 0.0 0.0 0.0 0.202
H 1.7436 -0.7955 -0.2507 0.1 0.0 0.1 0.176
H 2.6832 -1.7662 2.4986 0.0 0.1 0.0 0.194
H 1.2129 -0.8337 2.1307 0.0 -0.1 0.0 0.187
H 0.7990 -4.7422 -0.0514 0.1 -0.1 0.0 0.219
H -1.2647 -5.0881 -1.3489 0.0 -0.1 -0.1 0.210
H -4.3430 -3.7214 -0.7803 0.0 -0.1 -0.1 0.207
H -3.3443 -4.4160 -2.0647 0.0 0.0 0.2 0.191
H -3.2246 -1.5261 -4.0570 0.2 -0.1 0.0 0.204
H -2.1059 -2.7476 -3.4194 0.0 0.0 -0.1 0.206
H -3.4163 0.8471 -2.2090 -0.2 0.1 0.0 0.213
H -2.5168 2.6385 -0.7249 0.1 -0.1 0.0 0.203
H -0.9130 2.3881 0.0033 -0.2 0.0 -0.1 0.232
```
Positions in Å, forces in eV/Å.

Calculated values
Gap between HOMO and LUMO ... 9.1 eV
M ... 408.5 g/mol
Strongest force on any atom ... 0.73 eV Å⁻¹
ΔE to the lowest compared entry with this formula, charge and spin ... 283.5 kJ/mol
Electronic energy ... -1303.20300 Ha
Highest occupied orbital energy ... -8.343 eV
Multiplicity ... 1



Entry 2:
This record from OMol25 describes a structure of composition C41H69MnN5O6. The level of theory is wB97M-V/def2-TZVPD.

Structure (XYZ):
```
122
Properties=species:S:1:pos:R:3:forces:R:3:mulliken_spin:R:1
Mn -0.8067 0.5541 -1.4081 -0.3 0.1 0.3 4.554
C -2.9054 -0.6559 -3.8218 0.0 0.1 0.1 0.019
N -2.8798 -0.1034 -2.4512 -0.1 0.0 -0.1 0.007
C -3.7479 1.0885 -2.4707 0.0 0.0 0.0 0.028
C -3.4548 -1.0585 -1.4742 -0.1 0.1 0.0 0.052
C -2.4415 -1.9938 -0.8435 0.1 0.0 0.0 0.019
N -1.3779 -1.2463 -0.1583 0.1 -0.1 0.0 -0.062
C -0.1975 -2.1389 -0.0283 -0.1 0.0 0.0 0.095
C 0.9901 -1.5838 0.7055 0.0 -0.1 0.0 -0.023
C 1.5327 -2.3227 1.7537 0.0 0.0 -0.1 0.002
C 2.7077 -1.9455 2.3845 0.1 0.0 0.0 0.009
C 3.3089 -0.7742 1.9231 0.0 0.0 0.0 0.001
C 2.7954 0.0179 0.9046 -0.1 0.0 0.1 -0.009
C 1.5978 -0.3979 0.2618 -0.1 0.1 0.0 -0.011
O 1.0446 0.2999 -0.7233 0.4 0.0 -0.2 0.061
C 3.4962 1.3149 0.4946 0.0 0.0 0.0 0.008
C 3.8727 1.2339 -0.9899 0.0 0.0 0.0 0.006
C 2.5517 2.4996 0.7267 0.0 0.0 0.0 0.018
C 4.7787 1.5803 1.2839 0.0 0.0 0.0 -0.001
C 3.3964 -2.7841 3.4670 0.0 0.0 0.0 0.001
C 4.6507 -3.4366 2.8667 0.0 0.0 0.0 0.001
C 3.8244 -1.9170 4.6595 0.0 0.0 0.0 0.001
C 2.4841 -3.8905 3.9961 -0.1 0.0 0.0 0.000
C -1.8754 -0.7780 1.1598 0.0 -0.1 0.0 0.023
C -1.2270 0.4282 1.7866 0.0 0.0 0.0 0.056
C -0.6595 0.2969 3.0476 0.0 0.0 0.0 -0.003
C -0.1979 1.3914 3.7570 0.0 0.0 0.0 0.009
C -0.3822 2.6414 3.1662 0.0 0.0 0.0 0.000
C -0.9456 2.8301 1.9096 0.0 0.0 0.1 -0.020
C -1.3244 1.6846 1.1649 -0.1 0.0 -0.1 -0.053
O -1.7783 1.7689 -0.0914 0.1 0.0 0.1 0.124
C -1.1473 4.2374 1.3350 0.0 0.0 0.0 0.008
C -2.5928 4.4069 0.8414 -0.1 0.0 0.0 0.003
C -0.1552 4.4655 0.1840 0.1 0.0 0.0 -0.008
C -0.9033 5.3441 2.3660 0.0 0.0 0.0 0.000
C 0.5235 1.2637 5.0978 0.0 0.0 0.0 0.001
C 0.3888 -0.1476 5.6696 0.0 0.0 0.0 0.000
C -0.0526 2.2424 6.1283 0.0 0.0 0.0 0.001
C 2.0146 1.5680 4.8851 0.0 0.0 0.0 0.001
H -3.9470 -0.8704 -4.0719 -0.1 0.0 -0.1 0.001
H -1.2591 -1.8633 -3.4430 0.1 0.1 0.0 0.018
H -2.5340 0.1296 -4.4849 0.0 0.0 0.0 -0.011
H -4.7994 0.8071 -2.6120 0.0 0.0 0.0 0.004
H -3.4793 1.7315 -3.3121 0.0 0.0 0.0 0.001
H -3.6438 1.6258 -1.5279 0.0 0.0 0.0 -0.004
H -4.2564 -1.6365 -1.9515 0.0 0.0 0.0 0.005
H -3.9149 -0.4557 -0.6915 0.0 0.0 0.0 -0.009
H -1.9932 -2.6437 -1.5944 0.0 0.0 0.0 -0.007
H -2.9663 -2.6492 -0.1347 0.0 0.0 0.0 0.000
H 0.0964 -2.4062 -1.0459 0.0 0.0 0.0 -0.030
H -0.5160 -3.0651 0.4702 0.0 0.0 0.0 0.001
H 1.0151 -3.2290 2.0508 0.0 0.0 0.0 -0.001
H 4.2318 -0.4634 2.3941 0.0 0.0 0.0 -0.001
H 2.9706 1.0280 -1.5615 0.0 0.0 0.0 -0.003
H 4.5898 0.4263 -1.1622 0.0 0.0 0.0 0.000
H 4.3268 2.1744 -1.3210 0.0 0.0 0.0 0.000
H 1.6115 2.3490 0.2018 0.1 0.0 0.0 -0.004
H 3.0140 3.4298 0.3761 0.0 0.0 0.0 0.000
H 2.3251 2.6065 1.7917 0.0 0.0 0.0 0.000
H 5.5216 0.7905 1.1463 0.0 0.0 0.0 0.000
H 4.5798 1.6845 2.3533 0.0 0.0 0.0 0.000
H 5.2212 2.5180 0.9373 0.0 0.0 0.0 0.000
H 5.3572 -2.6801 2.5172 0.0 0.0 0.0 0.000
H 4.3885 -4.0682 2.0147 0.0 0.0 0.0 0.000
H 5.1575 -4.0555 3.6137 0.0 0.0 0.0 0.000
H 4.4945 -1.1094 4.3596 0.0 0.0 0.0 0.000
H 4.3550 -2.5300 5.3944 0.0 0.0 0.0 0.000
H 2.9632 -1.4679 5.1522 0.0 0.0 0.0 0.000
H 2.2138 -4.6039 3.2144 0.0 0.0 0.0 0.000
H 1.5625 -3.4797 4.4181 0.0 0.0 0.0 0.000
H 2.9978 -4.4445 4.7853 0.0 0.0 0.0 0.000
H -1.8239 -1.6175 1.8657 0.0 0.0 0.0 0.005
H -2.9342 -0.5463 1.0275 0.0 0.0 0.0 -0.018
H -0.5826 -0.7027 3.4588 0.0 0.0 0.0 0.000
H -0.0574 3.5124 3.7186 0.0 0.0 0.0 0.000
H -2.8412 3.6771 0.0720 0.0 0.1 0.1 -0.003
H -2.7325 5.4165 0.4435 0.0 0.0 0.0 0.000
H -3.2905 4.2736 1.6725 0.0 0.0 0.0 0.000
H -0.0086 3.5442 -0.3751 0.0 0.0 -0.1 0.015
H 0.8301 4.7343 0.5707 0.0 0.0 0.0 -0.001
H -0.4893 5.2682 -0.4815 0.0 0.0 0.0 0.000
H -1.5710 5.2482 3.2254 0.0 0.0 0.0 0.000
H -1.0933 6.3142 1.8985 0.0 0.0 0.0 0.000
H 0.1269 5.3536 2.7278 0.0 0.0 0.0 0.000
H -0.6580 -0.4016 5.8571 0.0 0.0 0.0 0.000
H 0.9299 -0.2157 6.6169 0.0 0.0 0.0 0.000
H 0.8040 -0.8966 4.9938 0.0 0.0 0.0 0.000
H -1.1210 2.0665 6.2739 0.0 0.0 0.0 0.000
H 0.0793 3.2827 5.8262 0.0 0.0 0.0 0.000
H 0.4512 2.1142 7.0907 0.0 0.0 0.0 0.000
H 2.4477 0.8719 4.1618 0.0 0.0 0.0 -0.001
H 2.5670 1.4806 5.8269 0.0 0.0 0.0 0.000
H 2.1557 2.5824 4.5014 0.0 0.0 0.0 0.000
O -1.0309 2.7297 -2.6874 0.0 0.0 0.0 0.036
H -0.7912 3.2876 -1.9333 0.1 0.0 0.1 -0.013
H -1.9927 2.7898 -2.6886 0.0 0.0 0.0 0.005
N 2.4773 1.4118 -4.1735 -0.1 -0.1 0.0 0.000
C 2.4812 -0.0456 -4.0847 -0.1 0.0 -0.1 0.002
C 1.1503 -0.5553 -3.5674 0.0 0.1 0.1 0.017
O 0.9189 -1.6865 -3.2528 -0.1 -0.1 0.0 0.003
O 0.1884 0.3931 -3.5232 0.0 -0.1 -0.2 0.052
H 3.0023 1.7454 -4.9682 0.0 0.0 0.0 0.000
H 2.8705 1.8286 -3.3396 0.0 0.0 0.0 -0.002
H 0.6137 1.2274 -3.8385 0.0 0.1 0.1 0.011
H 3.2638 -0.4724 -3.4578 0.0 0.0 0.1 -0.001
H 2.5874 -0.4776 -5.0806 0.1 0.0 0.0 0.000
N -2.1462 -1.8752 -3.9279 0.1 -0.1 -0.1 0.009
C -2.6023 -3.1319 -4.1621 -0.2 0.0 0.0 0.001
N -3.6689 -3.2066 -4.9802 0.1 -0.1 0.0 0.000
C -4.3233 -4.5102 -5.1279 0.1 0.1 0.1 0.000
C -4.0838 -5.0978 -6.5023 0.0 0.0 -0.1 0.000
O -4.5205 -4.2005 -7.5156 0.0 0.0 0.1 0.000
C -3.8045 -2.9869 -7.4164 0.0 0.0 0.0 0.000
C -4.0256 -2.2961 -6.0772 -0.1 0.0 0.0 0.000
H -5.3992 -4.3773 -4.9764 0.0 0.0 0.0 0.000
H -3.9328 -5.1597 -4.3494 0.0 0.0 0.0 0.000
H -4.6426 -6.0237 -6.6312 0.0 0.0 0.0 0.000
H -3.0147 -5.3094 -6.6299 0.0 0.0 0.0 0.000
H -4.1444 -2.3418 -8.2264 0.0 0.0 0.0 0.000
H -2.7316 -3.1790 -7.5469 0.0 0.0 0.0 0.000
H -5.0740 -1.9961 -5.9892 0.0 0.0 0.0 0.000
H -3.4038 -1.4069 -6.0612 0.1 0.0 0.1 0.000
```
Positions in Å, forces in eV/Å.

Calculated values
Gap between HOMO and LUMO (spin up / spin down) ... 6.9 / 7.1 eV
<S²> ... 8.754
M ... 783.0 g/mol
Strongest force on any atom ... 0.45 eV Å⁻¹
ΔE to the lowest compared entry with this formula, charge and spin ... 96.4 kJ/mol
Electronic energy ... -3479.98802 Ha
Highest occupied orbital energy (spin up / spin down) ... -6.749 / -6.970 eV
Multiplicity ... 6



Entry 3:
This record from OMol25 describes a structure of composition C7H16BFeNO2S at a distorted geometry. The level of theory is wB97M-V/def2-TZVPD.

Structure (XYZ):
```
29
Properties=species:S:1:pos:R:3:forces:R:3:mulliken_spin:R:1
C 2.9383 -1.5728 -0.1910 -0.4 0.0 -0.3 0.002
C 2.1359 -0.5601 -0.8978 0.5 -0.2 -0.5 0.005
O 1.7558 -0.7372 -2.0916 -1.2 0.6 -0.7 0.100
O 1.7485 0.5696 -0.4083 -0.2 -0.2 0.7 0.007
C 1.6905 0.8510 1.0398 -0.7 1.8 0.7 -0.002
C 0.7103 2.0562 1.1125 -0.1 -0.7 -0.8 0.007
B -0.5180 1.5920 0.2453 -0.7 0.5 0.4 0.017
N -0.6529 2.2384 -1.0986 0.4 -0.3 0.4 0.054
C -1.5849 0.4606 0.6404 1.0 0.2 -1.2 -0.011
C -1.9040 -0.4946 -0.5386 0.0 0.3 0.7 0.094
C -2.7346 -1.7839 -0.2128 0.4 0.5 -0.4 -0.042
S -3.3187 -1.9300 1.4788 -0.3 -0.1 0.1 0.987
H 3.8638 -1.1773 0.2068 0.2 0.3 0.2 0.001
H 2.3374 -1.9634 0.6220 -0.1 -0.1 0.4 0.002
H 3.1384 -2.3770 -0.8773 0.2 -0.3 -0.2 0.001
H 2.6465 1.1728 1.4093 0.6 -0.2 -0.1 0.000
H 1.3131 0.0260 1.6210 0.0 -0.7 -0.2 0.000
H 0.4890 2.3613 2.1222 0.0 -0.2 0.5 -0.001
H 1.2120 2.8797 0.6226 0.2 0.4 0.1 -0.001
H -0.3379 1.5021 -1.7353 -1.3 1.1 0.9 -0.015
H 0.0247 2.9899 -1.2135 -0.1 0.2 -0.2 -0.003
H -2.4930 1.0195 0.8494 -0.2 0.2 0.4 -0.004
H -1.2224 -0.0556 1.5206 -0.1 -0.2 0.3 0.009
H -2.4808 0.0752 -1.2524 -0.3 0.1 -0.3 0.005
H -0.9604 -0.7838 -1.0355 0.0 -0.5 0.1 -0.043
H -3.6371 -1.7590 -0.8038 -0.6 0.0 0.0 0.000
H -2.2099 -2.6704 -0.5367 0.3 -0.5 0.3 0.025
H -2.2510 -2.4160 2.1680 0.1 0.0 -0.3 -0.012
Fe 0.3014 0.4870 -2.7654 2.2 -2.1 -1.0 3.819
```
Positions in Å, forces in eV/Å.

Calculated values
Gap between HOMO and LUMO (spin up / spin down) ... 8.1 / 6.7 eV
<S²> ... 8.759
M ... 244.9 g/mol
Strongest force on any atom ... 3.19 eV Å⁻¹
Electronic energy ... -2167.02930 Ha
Total charge ... +3
Highest occupied orbital energy (spin up / spin down) ... -21.390 / -21.335 eV
Multiplicity ... 6